A cluster of 7 separate species, C33H34NO20 in total in a non-equilibrium geometry, computed with wB97M-V/def2-TZVPD.

Element x y z (Å)
O: 6.793 35.485 -18.726
H: 7.094 34.701 -19.226
H: 5.896 35.144 -18.410
H: 7.469 35.710 -18.026
C: 7.014 38.937 -17.364
C: 6.517 40.211 -17.082
C: 6.479 40.689 -15.650
O: 5.814 41.730 -15.288
C: 7.093 39.959 -14.644
C: 7.726 38.695 -14.847
C: 7.527 38.104 -16.285
O: 7.944 36.950 -16.458
O: 8.372 38.112 -13.965
O: 6.286 40.996 -18.062
H: 6.974 38.522 -18.362
H: 7.165 40.399 -13.655
C: 0.951 34.226 -20.089
C: 2.149 33.654 -19.683
C: 3.339 34.551 -19.400
O: 4.504 34.012 -19.103
C: 3.320 35.874 -19.790
C: 2.082 36.495 -20.254
C: 0.757 35.648 -20.222
O: -0.341 36.220 -20.278
O: 2.064 37.711 -20.478
O: 2.259 32.398 -19.657
H: 0.022 33.703 -20.285
H: 4.161 36.533 -19.643
C: 9.111 30.949 -14.979
C: 8.068 30.235 -15.568
C: 7.263 30.810 -16.722
O: 6.373 30.094 -17.299
C: 7.476 32.099 -17.209
C: 8.430 32.927 -16.508
C: 9.233 32.322 -15.280
O: 9.915 33.107 -14.598
O: 8.607 34.135 -16.731
O: 7.889 29.068 -15.077
H: 9.758 30.466 -14.261
H: 6.861 32.505 -17.998
C: 7.744 33.680 -11.712
O: 8.629 34.503 -12.391
C: 9.645 35.069 -11.640
C: 11.014 34.995 -12.281
N: 11.050 35.794 -13.481
C: 12.100 35.376 -14.433
C: 12.098 36.201 -15.695
O: 10.948 35.923 -16.435
C: 10.875 36.781 -17.562
H: 7.614 34.099 -10.702
H: 8.244 32.693 -11.661
H: 6.798 33.449 -12.202
H: 9.679 34.757 -10.583
H: 9.432 36.143 -11.499
H: 11.151 33.956 -12.591
H: 11.703 35.251 -11.454
H: 11.069 36.796 -13.358
H: 12.223 34.321 -14.669
H: 13.024 35.599 -13.864
H: 13.044 36.030 -16.238
H: 12.154 37.280 -15.473
H: 10.178 36.388 -18.296
H: 11.854 36.891 -18.060
H: 10.635 37.806 -17.263
C: 9.158 33.369 -22.312
C: 9.394 33.975 -23.520
C: 8.355 34.671 -24.088
C: 7.082 34.745 -23.447
C: 6.920 34.257 -22.153
C: 8.008 33.546 -21.624
O: 7.898 33.042 -20.343
O: 8.359 35.272 -25.341
H: 9.866 32.807 -21.709
H: 10.381 33.888 -23.963
H: 6.351 35.370 -23.941
H: 6.049 34.288 -21.503
H: 8.646 32.587 -19.940
H: 9.256 35.615 -25.440
C: 9.231 38.501 -22.020
C: 9.432 37.755 -20.724
O: 8.205 37.062 -20.644
C: 7.264 37.643 -21.389
O: 6.091 37.493 -21.226
O: 7.807 38.431 -22.304
H: 9.893 38.207 -22.837
H: 9.312 39.583 -21.884
H: 9.422 38.447 -19.872
H: 10.355 37.203 -20.549

Force components x, y, z for each atom (eV/Å):
-0.13 -0.42 -0.33
0.31 -0.15 0.10
-0.52 -0.10 -0.11
-0.23 0.08 1.03
0.42 -1.15 2.56
0.86 0.98 -2.97
-1.96 1.69 1.98
0.71 -0.53 -1.37
1.17 -1.21 -0.21
-0.59 1.28 0.06
0.25 0.11 -1.02
-0.11 -0.42 -0.53
0.11 -0.30 -0.37
-0.38 0.00 1.44
-0.06 0.05 -0.09
-0.17 0.03 0.07
-1.30 2.89 -0.45
-0.28 -2.36 -0.48
3.75 -0.29 -0.90
-1.49 0.63 0.55
-2.42 0.10 -0.16
1.03 0.54 1.53
1.09 -1.03 0.31
-0.32 0.21 -0.41
-0.70 -0.23 -0.67
0.44 0.80 0.39
0.21 -0.68 0.27
0.19 -0.04 -0.13
-0.35 1.34 -1.39
1.19 -2.16 1.98
-2.59 -1.31 -2.24
1.30 0.00 1.28
2.23 0.78 1.54
-0.95 0.20 -0.10
0.41 0.40 0.44
0.39 -0.14 -0.43
0.21 -0.28 -0.59
-0.99 0.30 -1.27
-0.13 0.07 0.31
-0.18 -0.08 0.05
1.23 -1.07 0.75
-0.38 0.51 -0.85
-0.35 1.43 0.55
-0.96 -0.40 -0.47
0.55 -1.36 -0.81
0.53 1.24 1.51
-0.32 0.28 0.28
0.74 0.38 -1.03
0.39 -0.02 0.49
-0.53 -0.35 0.07
-0.27 -0.06 0.51
0.07 0.83 -0.37
0.04 -0.86 -0.07
-0.15 0.16 -0.33
0.22 0.01 0.00
0.58 0.15 -0.15
-0.28 0.00 0.09
-1.20 -0.17 0.15
0.78 0.10 -0.52
-0.03 -0.40 -0.36
-0.23 0.14 0.30
-0.34 -0.03 0.34
0.30 -0.37 -0.08
-0.55 -0.02 0.06
1.04 -0.44 1.11
0.36 0.14 -0.77
-2.31 -0.16 0.45
1.18 0.40 0.64
0.48 -0.72 -0.25
-0.79 -0.42 1.61
-1.28 0.91 -0.63
1.10 0.15 -0.11
0.62 0.05 -0.67
-0.09 0.06 -0.28
-0.27 -0.18 0.10
-0.35 0.42 -0.40
0.17 0.06 -0.17
-0.15 0.05 -0.31
-0.17 1.99 -0.40
-0.66 1.39 1.04
0.73 -1.64 0.86
-2.32 -0.62 1.05
0.85 -0.09 -0.54
1.74 0.07 -1.04
-0.51 -0.39 -0.28
0.81 -0.08 0.08
-0.02 0.17 -0.14
-0.41 -0.80 -0.69

Values from the calculation:
- 2S+1: 1
- Kohn-Sham gap: 2.58 eV
- E_tot: -2836.8062 Eh
- Charge: -5


A structure of composition C33H35AsN3RuS3Sb, computed with wB97M-V/def2-TZVPD.

Element x y z (Å)
Ru: -0.676 1.617 -2.320
S: -2.786 2.291 0.851
Sb: -3.537 2.979 -1.474
S: -1.361 3.768 -2.018
S: -2.908 0.940 -2.481
N: -0.036 0.019 -3.674
C: 1.374 0.125 -3.979
C: 2.086 -0.898 -4.533
C: 3.450 -0.730 -4.851
C: 4.070 0.464 -4.622
C: 3.361 1.529 -4.020
C: 3.956 2.770 -3.697
C: 3.225 3.723 -3.050
C: 1.895 3.435 -2.696
N: 1.305 2.300 -2.994
C: 2.009 1.347 -3.674
H: -0.282 -0.943 -3.456
H: -0.596 0.278 -4.488
H: 1.597 -1.842 -4.744
H: 3.995 -1.553 -5.293
H: 5.111 0.607 -4.882
H: 4.992 2.946 -3.962
H: 3.647 4.681 -2.784
H: 1.300 4.154 -2.144
C: 2.444 1.039 5.586
C: 1.520 0.896 4.410
C: 1.308 1.943 3.526
C: 0.451 1.849 2.437
C: 0.406 3.053 1.527
C: -0.257 0.639 2.243
As: -1.426 0.560 0.684
N: -0.223 0.686 -0.682
C: 0.997 -0.043 -0.486
C: 0.997 -1.386 -0.107
C: 2.185 -2.079 0.071
C: 3.402 -1.451 -0.144
C: 3.416 -0.111 -0.512
C: 2.231 0.586 -0.667
C: -2.700 -0.914 0.680
C: -2.809 -1.851 -0.354
C: -1.906 -1.986 -1.552
C: -3.824 -2.807 -0.277
C: -4.706 -2.873 0.783
C: -5.792 -3.907 0.843
C: -4.553 -1.947 1.812
C: -3.580 -0.964 1.788
C: -3.503 -0.044 2.981
C: -0.004 -0.465 3.088
C: -0.543 -1.869 2.948
C: 0.871 -0.298 4.157
H: 2.925 2.015 5.597
H: 3.221 0.274 5.565
H: 1.896 0.921 6.522
H: 1.834 2.877 3.683
H: 1.042 3.834 1.941
H: -0.592 3.466 1.397
H: 0.771 2.807 0.533
H: 0.062 -1.899 0.063
H: 2.155 -3.118 0.375
H: 4.328 -1.994 -0.014
H: 4.360 0.400 -0.658
H: 2.247 1.637 -0.906
H: -1.222 -1.157 -1.662
H: -2.518 -2.057 -2.453
H: -1.328 -2.910 -1.471
H: -3.911 -3.524 -1.086
H: -5.768 -4.560 -0.028
H: -6.774 -3.434 0.887
H: -5.690 -4.525 1.736
H: -5.220 -1.992 2.665
H: -4.199 -0.386 3.745
H: -3.767 0.978 2.728
H: -2.508 -0.021 3.430
H: -1.107 -2.062 2.046
H: -1.182 -2.118 3.797
H: 0.299 -2.564 2.965
H: 1.055 -1.150 4.804

Force components x, y, z for each atom (eV/Å):
0.01 0.29 -0.93
0.05 0.08 -0.39
0.03 -0.16 0.53
0.13 0.22 0.05
-0.11 -0.02 -0.02
-0.03 0.00 0.13
0.01 -0.10 -0.06
-0.02 0.00 -0.02
0.01 -0.03 -0.01
0.02 0.02 0.00
-0.02 0.00 0.02
0.02 0.01 -0.01
0.02 -0.01 0.01
-0.10 0.06 -0.10
-0.19 -0.09 0.37
0.10 0.06 0.00
-0.01 0.00 0.09
0.08 -0.12 -0.01
0.01 0.01 0.00
-0.01 0.01 0.01
-0.01 -0.01 0.01
-0.01 0.00 0.01
0.00 -0.01 -0.01
0.00 -0.01 0.00
0.01 0.00 0.01
0.01 0.05 0.01
0.00 0.05 0.05
-0.09 -0.06 0.00
-0.07 0.03 0.07
0.21 -0.15 0.01
-0.14 0.31 0.16
0.37 -0.27 0.08
0.04 -0.01 0.02
-0.07 0.09 -0.01
0.05 -0.01 0.00
0.00 0.04 -0.02
0.03 -0.11 0.03
-0.22 0.07 0.11
0.09 -0.13 -0.09
-0.04 -0.09 0.10
-0.04 -0.06 -0.01
0.00 0.00 0.00
0.00 0.01 0.02
0.00 -0.01 0.00
-0.04 0.02 -0.02
0.10 0.00 0.01
-0.01 -0.09 0.14
0.03 0.13 -0.10
-0.01 0.01 0.01
-0.06 -0.01 -0.05
0.00 0.00 -0.01
-0.01 0.00 0.00
-0.01 0.00 0.00
0.01 -0.02 0.00
0.00 -0.01 -0.04
0.04 -0.03 0.06
0.04 -0.05 -0.14
-0.05 -0.02 0.02
-0.01 0.00 0.00
-0.01 0.01 0.00
-0.01 0.01 0.00
0.06 0.02 0.06
0.01 0.05 0.05
0.01 0.02 0.00
-0.01 -0.01 -0.01
0.00 0.01 0.01
0.00 0.00 0.00
0.01 0.01 0.00
0.01 0.00 0.00
0.01 0.00 -0.01
0.03 -0.03 0.01
-0.05 -0.03 0.02
-0.07 0.01 -0.04
-0.07 0.04 -0.11
-0.02 0.01 -0.02
-0.03 0.01 0.01
-0.01 0.01 -0.02

Values from the calculation:
- 2S+1: 2
- Kohn-Sham gap (spin up / spin down): 7.01 / 7.20 eV
- ΔE to the lowest compared entry with this formula, charge and spin: 0.0 kcal per mole
- E_tot: -5208.1623 Eh
- Charge: +1